Record 1
Entry from OMol25: C49H50ClN4O6Ti as an isolated structure (ωB97M-V/def2-TZVPD).

Values from the calculation:
**Net charge**: -1
**HOMO-LUMO gap**: 6.44 eV

Atoms and positions in Å:
Ti: -1.092 1.800 1.242
C: 4.929 1.295 -0.091
C: 4.218 1.971 0.891
C: 3.004 1.490 1.352
C: 2.470 0.308 0.833
C: 3.191 -0.375 -0.148
C: 4.402 0.119 -0.603
N: 1.267 -0.220 1.357
N: 0.415 0.724 1.949
C: 0.622 0.909 3.314
C: 1.327 0.106 4.199
C: 1.391 0.463 5.542
C: 0.762 1.613 6.000
C: 0.057 2.426 5.117
C: -0.011 2.071 3.781
H: 5.873 1.681 -0.453
H: 4.606 2.892 1.307
H: 2.472 2.036 2.116
H: 2.802 -1.290 -0.568
H: 4.932 -0.426 -1.375
H: 1.817 -0.783 3.830
H: 1.934 -0.170 6.233
H: 0.815 1.879 7.048
H: -0.445 3.326 5.449
C: 3.166 -3.073 3.572
C: 2.758 -2.796 2.118
C: 3.754 -3.477 1.174
C: 1.335 -3.247 1.823
C: 1.022 -4.550 2.196
C: -0.203 -5.122 1.911
C: -1.164 -4.354 1.286
C: -0.925 -3.030 0.932
C: -2.097 -2.250 0.361
C: -2.481 -2.730 -1.042
C: -3.317 -2.346 1.280
C: 0.356 -2.480 1.155
N: 0.626 -1.190 0.606
C: 0.384 -0.939 -0.754
C: -0.131 0.203 -1.325
N: -0.652 1.313 -0.681
C: -1.194 2.305 -1.580
C: -2.509 2.136 -2.041
C: -3.045 3.084 -2.904
C: -2.304 4.179 -3.311
C: -1.011 4.332 -2.843
C: -0.429 3.413 -1.975
C: 1.002 3.696 -1.534
C: 2.030 2.677 -2.032
C: 1.139 3.933 -0.032
C: -3.377 0.954 -1.643
C: -3.829 0.162 -2.874
C: -4.589 1.405 -0.822
C: -0.074 0.004 -2.821
C: -0.399 0.723 -3.946
C: -0.196 0.139 -5.227
C: 0.311 -1.120 -5.400
C: 0.660 -1.890 -4.260
C: 1.197 -3.207 -4.249
C: 1.485 -3.811 -3.054
C: 1.268 -3.172 -1.803
C: 0.760 -1.900 -1.793
C: 0.459 -1.288 -3.028
H: 4.072 -2.516 3.817
H: 3.379 -4.132 3.733
H: 2.384 -2.783 4.275
H: 2.834 -1.727 1.965
H: 3.741 -4.561 1.320
H: 4.767 -3.117 1.369
H: 3.523 -3.278 0.127
H: 1.776 -5.141 2.702
H: -0.411 -6.148 2.191
H: -2.141 -4.777 1.089
H: -1.819 -1.199 0.312
H: -2.784 -3.780 -1.011
H: -1.665 -2.637 -1.757
H: -3.329 -2.152 -1.413
H: -3.750 -3.349 1.261
H: -4.085 -1.645 0.947
H: -3.068 -2.094 2.307
H: -4.062 2.966 -3.259
H: -2.733 4.915 -3.980
H: -0.431 5.195 -3.150
H: 1.249 4.647 -2.015
H: 1.925 1.715 -1.532
H: 3.038 3.042 -1.821
H: 1.941 2.514 -3.108
H: 1.050 3.002 0.531
H: 0.398 4.644 0.333
H: 2.141 4.312 0.188
H: -2.783 0.286 -1.018
H: -4.414 0.788 -3.552
H: -4.463 -0.674 -2.573
H: -2.976 -0.234 -3.428
H: -5.230 2.067 -1.411
H: -4.285 1.934 0.079
H: -5.183 0.539 -0.521
H: -0.807 1.721 -3.912
H: -0.461 0.729 -6.096
H: 0.449 -1.528 -6.395
H: 1.371 -3.726 -5.184
H: 1.884 -4.818 -3.053
H: 1.481 -3.711 -0.888
O: -1.721 5.515 0.929
C: -2.439 4.554 1.051
O: -2.120 3.311 0.780
H: -3.471 4.642 1.431
O: -4.069 2.054 3.008
Cl: -3.156 0.964 3.271
O: -2.514 0.628 1.837
O: -3.872 -0.242 3.612
O: -0.705 2.752 2.848

Record 2
Entry from OMol25: C49H52AsCl2N4O3PSTi as an isolated structure (ωB97M-V/def2-TZVPD).

Values from the calculation:
**Multiplicity**: 3
**HOMO-LUMO gap (alpha / beta)**: 6.00 / 8.44 eV
**<S²>**: 2.010

Atoms and positions in Å:
Ti: -0.081 -0.011 -0.176
Cl: 1.926 -0.865 -1.534
C: 2.800 -1.960 -0.370
Cl: 1.691 -2.987 0.543
H: 3.338 -1.321 0.318
H: 3.446 -2.592 -0.965
C: 0.100 3.066 0.080
N: 0.756 2.071 -0.797
C: 2.202 2.362 -0.758
C: 0.264 2.225 -2.190
C: -1.212 1.891 -2.250
C: -2.088 2.687 -2.981
C: -3.457 2.460 -2.922
C: -3.931 1.462 -2.079
C: -3.033 0.677 -1.366
C: -1.638 0.815 -1.447
H: 0.339 4.082 -0.258
H: 0.471 2.940 1.097
H: -0.978 2.928 0.058
H: 2.372 3.412 -1.022
H: 2.729 1.738 -1.475
H: 2.589 2.186 0.246
H: 0.845 1.553 -2.829
H: 0.436 3.254 -2.534
H: -1.703 3.498 -3.593
H: -4.142 3.068 -3.501
H: -4.999 1.302 -1.978
H: -3.438 -0.068 -0.691
O: 1.604 2.912 4.425
S: 2.512 1.830 4.139
O: 3.877 1.975 4.537
N: 2.383 1.413 2.563
C: 1.633 0.353 2.421
O: 1.250 -0.139 1.328
C: 1.261 -0.339 3.717
C: 0.513 -1.481 3.896
C: 0.279 -1.907 5.203
C: 0.796 -1.200 6.286
C: 1.559 -0.052 6.096
C: 1.773 0.352 4.789
H: 0.118 -2.021 3.045
H: -0.306 -2.802 5.376
H: 0.596 -1.545 7.293
H: 1.971 0.500 6.931
N: -1.349 0.454 1.361
C: -1.826 0.932 2.303
N: -2.508 1.423 3.306
C: -1.866 1.803 4.577
C: -2.346 3.179 5.003
C: -3.872 3.246 5.022
C: -4.436 2.886 3.646
C: -3.976 1.499 3.234
H: -0.790 1.806 4.437
H: -2.120 1.052 5.334
H: -1.950 3.918 4.300
H: -1.931 3.404 5.986
H: -4.202 4.244 5.312
H: -4.259 2.541 5.767
H: -4.081 3.610 2.907
H: -5.527 2.914 3.652
H: -4.277 1.262 2.215
H: -4.401 0.744 3.904
C: -3.003 -2.644 -1.554
C: -4.317 -2.575 -0.783
As: -5.831 -3.403 -1.748
C: -5.257 -2.850 -3.530
C: -4.413 -3.582 -4.362
C: -3.949 -3.029 -5.550
C: -4.325 -1.743 -5.918
C: -5.188 -1.019 -5.108
C: -5.654 -1.574 -3.923
C: -5.214 -5.253 -1.771
C: -4.268 -5.751 -0.880
C: -3.867 -7.082 -0.942
C: -4.422 -7.934 -1.886
C: -5.386 -7.452 -2.763
C: -5.784 -6.125 -2.699
P: -1.360 -2.330 -0.697
C: -0.458 -3.062 -2.150
C: -0.485 -2.211 -3.260
C: 0.115 -2.568 -4.456
C: 0.758 -3.794 -4.575
C: 0.793 -4.647 -3.486
C: 0.189 -4.285 -2.284
C: -1.558 -3.492 0.720
C: -1.199 -4.835 0.836
C: -1.463 -5.546 2.001
C: -2.101 -4.935 3.071
C: -2.481 -3.605 2.967
C: -2.206 -2.894 1.807
H: -3.022 -1.960 -2.402
H: -2.879 -3.650 -1.958
H: -4.632 -1.549 -0.603
H: -4.257 -3.069 0.187
H: -4.104 -4.583 -4.087
H: -3.283 -3.603 -6.182
H: -3.950 -1.309 -6.837
H: -5.499 -0.022 -5.395
H: -6.328 -1.003 -3.294
H: -3.830 -5.111 -0.123
H: -3.120 -7.447 -0.248
H: -4.111 -8.970 -1.935
H: -5.830 -8.112 -3.498
H: -6.541 -5.761 -3.385
H: -0.972 -1.244 -3.176
H: 0.083 -1.884 -5.295
H: 1.228 -4.079 -5.508
H: 1.286 -5.609 -3.563
H: 0.254 -4.975 -1.462
H: -0.721 -5.353 0.023
H: -1.170 -6.587 2.068
H: -2.300 -5.493 3.977
H: -2.984 -3.116 3.792
H: -2.486 -1.848 1.740

Listing total energy for the structures above in their given order: -3877.376575, -7088.313227 a.u..
Listing energy relative to the best compared isomer or geometry (same formula, charge and spin) for the structures above in their given order: 0.106, 0.542 eV.
Listing largest force on an atom for the structures above in their given order: 0.475, 1.014 eV/Å.